Record 1
20
Properties=species:S:1:pos:R:3:forces:R:3 method="wB97M-V/def2-TZVPD" s2=6.01 de_lowest_kcal_mol=0.0 homo_ha="-0.769 / -0.771" multiplicity=5 charge=+3 gap_ev="6.34 / 6.54"
O 0.068 3.397 -0.408 -0.059 -5.644 1.229
C 0.058 2.264 -0.169 0.096 6.805 -1.454
Ho 0.077 -0.176 0.275 -0.233 0.997 3.120
O -0.018 0.046 -3.357 0.122 -0.388 5.558
C 0.009 -0.038 -2.204 -0.118 0.336 -6.684
C 0.020 -2.496 -0.030 -0.286 -7.812 -1.578
O -0.015 -3.629 -0.256 0.172 5.400 1.152
C -2.300 -0.018 -0.072 -6.701 0.172 -1.335
O -3.429 0.019 -0.296 5.005 -0.137 1.058
C 2.414 -0.035 -0.045 7.341 0.546 -1.372
O 3.547 0.042 -0.253 -5.274 -0.365 1.028
C 0.253 -0.477 4.634 0.488 -0.600 0.431
S -0.036 0.181 2.978 -0.204 -0.468 -0.798
C -0.936 1.713 3.196 0.298 0.836 -0.262
H 0.759 -1.448 4.487 -0.227 0.473 0.246
H -0.696 -0.601 5.166 0.033 -0.040 -0.385
H 0.888 0.221 5.194 -0.004 -0.131 -0.312
H -1.419 1.740 4.175 -0.014 -0.110 -0.119
H -0.183 2.507 3.118 -0.459 0.067 0.213
H -1.692 1.812 2.408 0.025 0.064 0.264

=====

Record 2
66
Properties=species:S:1:pos:R:3:forces:R:3 method="wB97M-V/def2-TZVPD" de_lowest_kcal_mol=0.0 homo_ha=-0.397 charge=+1 gap_ev=8.59
Au 1.290 -0.663 -0.191 -0.150 0.281 0.177
C -0.135 -3.231 0.436 -0.008 -0.044 0.012
O -0.261 -2.171 -0.532 0.302 -0.235 -0.037
C -1.618 -1.731 -0.714 -0.066 -0.141 -0.084
C -1.968 -0.585 0.196 -0.229 0.252 0.130
O -1.299 0.610 -0.158 0.031 -0.128 -0.061
C -1.946 1.351 -1.183 -0.032 0.037 -0.015
H -0.694 -4.100 0.089 -0.020 -0.003 -0.017
H -0.509 -2.911 1.410 -0.013 0.013 0.011
H 0.921 -3.480 0.511 -0.033 0.027 -0.036
H -2.278 -2.582 -0.527 0.017 0.004 -0.030
H -1.714 -1.447 -1.762 0.048 0.016 -0.021
H -1.679 -0.815 1.224 -0.008 -0.004 0.005
H -3.056 -0.454 0.177 0.001 0.070 0.057
H -2.682 2.033 -0.752 -0.022 -0.030 -0.003
H -2.448 0.699 -1.903 0.035 0.013 -0.021
H -1.186 1.929 -1.708 -0.010 0.007 0.049
C 4.329 0.554 0.669 -0.106 -0.035 -0.048
P 2.561 0.999 0.648 0.132 -0.191 -0.138
C 2.049 1.320 2.354 0.058 -0.078 0.034
C 1.268 2.420 2.693 -0.077 0.025 -0.012
C 0.845 2.592 4.004 0.009 -0.013 -0.011
C 1.189 1.665 4.976 0.007 -0.002 0.002
C 1.949 0.552 4.638 -0.012 0.013 -0.029
C 2.373 0.377 3.331 0.009 0.055 0.038
C 2.473 2.547 -0.266 0.028 -0.030 -0.075
C 1.999 2.553 -1.576 -0.022 0.023 0.024
C 2.019 3.725 -2.319 -0.007 -0.001 0.046
C 2.509 4.893 -1.753 0.001 -0.008 0.011
C 2.987 4.892 -0.448 -0.012 -0.001 -0.003
C 2.974 3.722 0.295 0.095 0.028 -0.039
P 4.783 -0.167 -0.999 -0.081 0.087 -0.065
C 6.602 -0.216 -0.825 -0.021 -0.014 0.109
C 7.261 1.008 -0.691 0.048 0.029 0.001
C 8.642 1.063 -0.602 -0.016 -0.028 -0.014
C 9.388 -0.108 -0.663 -0.037 -0.006 0.001
C 8.745 -1.325 -0.826 -0.022 0.014 -0.004
C 7.358 -1.381 -0.909 0.020 -0.057 -0.027
C 4.257 -1.901 -0.717 0.012 -0.073 -0.078
C 3.454 -2.489 -1.698 -0.011 -0.053 0.028
C 2.981 -3.790 -1.549 0.066 0.076 0.018
C 3.313 -4.518 -0.416 0.034 0.023 -0.005
C 4.120 -3.948 0.564 -0.019 0.009 -0.020
C 4.589 -2.651 0.412 -0.028 -0.002 0.017
H 4.517 -0.165 1.465 0.028 0.030 0.083
H 4.914 1.453 0.860 0.045 0.032 0.006
H 0.979 3.139 1.936 0.016 -0.017 0.046
H 0.246 3.456 4.265 -0.001 -0.015 -0.008
H 0.861 1.806 5.999 0.007 -0.006 -0.023
H 2.209 -0.179 5.392 0.003 0.014 -0.012
H 2.953 -0.502 3.074 0.011 -0.002 -0.001
H 1.629 1.635 -2.017 -0.004 0.003 0.010
H 1.654 3.725 -3.338 0.010 -0.002 0.014
H 2.522 5.808 -2.331 0.001 -0.012 0.010
H 3.373 5.803 -0.009 -0.005 -0.011 -0.012
H 3.358 3.727 1.309 -0.014 -0.001 -0.035
H 6.692 1.932 -0.670 0.006 -0.006 0.004
H 9.138 2.019 -0.496 -0.008 -0.014 0.009
H 10.467 -0.068 -0.593 -0.010 -0.002 -0.009
H 9.321 -2.240 -0.889 -0.011 0.017 -0.004
H 6.872 -2.340 -1.048 0.022 0.047 0.037
H 3.209 -1.922 -2.590 -0.002 -0.010 0.024
H 2.365 -4.234 -2.322 0.012 0.010 0.005
H 2.958 -5.535 -0.300 0.008 0.017 0.001
H 4.393 -4.521 1.441 -0.001 0.009 -0.013
H 5.236 -2.230 1.173 0.000 -0.005 -0.011

=====

Record 3
57
Properties=species:S:1:pos:R:3:forces:R:3 method="wB97M-V/def2-TZVPD" homo_ha=-0.398 charge=+1 gap_ev=6.55
Cd 1.615 2.875 -0.724 1.038 -2.171 1.545
C 3.133 0.020 -1.791 -0.483 -0.007 0.054
O 2.309 0.867 -1.046 -0.400 0.566 0.698
H 4.134 0.419 -1.987 -0.010 0.033 -0.141
H 3.256 -0.949 -1.291 0.126 0.114 0.160
H 2.620 -0.224 -2.736 0.366 0.094 -0.242
C -0.501 -2.067 -1.312 -0.277 -1.214 -0.335
O -1.077 -1.547 -0.134 -0.017 0.252 -0.161
C -2.446 -1.872 0.005 -0.743 0.240 -1.001
C -3.016 -1.284 1.282 -0.051 -0.515 0.551
N -2.348 -1.744 2.496 0.270 0.494 -0.244
C -2.722 -3.069 2.916 -0.059 -0.926 0.311
C -1.919 -3.532 4.119 0.309 -0.964 -0.514
O -0.600 -3.862 3.679 -0.489 0.394 0.382
C 0.146 -4.558 4.656 0.946 0.350 -0.614
H -0.579 -3.162 -1.311 0.151 -0.007 0.183
H 0.556 -1.817 -1.363 -0.044 0.295 0.089
H -1.033 -1.791 -2.231 0.011 0.554 0.131
H -2.632 -2.945 -0.116 0.391 -0.185 0.596
H -2.988 -1.484 -0.873 -0.028 0.378 0.082
H -4.070 -1.563 1.360 -0.004 -0.108 -0.136
H -3.038 -0.191 1.288 0.315 0.048 -0.276
H -1.343 -1.744 2.330 -0.022 0.096 0.164
H -2.575 -3.843 2.145 0.057 0.088 -0.060
H -3.782 -3.133 3.179 -0.005 0.381 0.019
H -2.320 -4.489 4.472 -0.506 0.249 0.245
H -1.918 -2.794 4.926 0.093 0.061 0.006
H 0.264 -4.003 5.589 -0.177 0.120 0.036
H 1.125 -4.631 4.180 0.141 -0.194 0.339
H -0.190 -5.573 4.883 -0.452 0.044 -0.149
C 4.001 4.149 -2.345 0.145 -0.261 -0.354
O 2.657 3.636 -2.353 1.268 1.060 -1.527
C 2.002 3.732 -3.636 -0.777 -0.696 0.437
C 0.804 2.748 -3.586 0.347 -0.353 -0.733
N 0.144 2.822 -2.287 -2.181 0.794 -0.618
C -0.764 1.706 -1.957 0.411 -0.890 0.109
C -1.216 1.799 -0.511 0.026 1.194 0.286
O -0.042 1.905 0.333 -0.803 -0.398 0.030
C -0.323 1.911 1.728 -0.555 0.423 0.984
H 4.421 4.056 -1.345 -0.308 0.211 0.113
H 3.976 5.179 -2.698 0.261 0.009 0.116
H 4.630 3.518 -2.977 -0.109 0.162 -0.212
H 2.682 3.439 -4.433 0.113 0.005 0.052
H 1.671 4.759 -3.795 0.038 0.066 0.024
H 1.117 1.716 -3.763 0.469 0.059 0.524
H 0.117 2.884 -4.429 -0.025 0.594 0.146
H -0.469 3.640 -2.266 0.303 0.131 -0.198
H -0.180 0.786 -2.060 -0.042 0.013 -0.051
H -1.619 1.664 -2.635 -0.044 0.019 0.097
H -1.887 0.988 -0.234 0.491 -0.360 0.074
H -1.780 2.722 -0.321 -0.140 0.039 -0.235
H -0.976 2.743 2.021 -0.080 0.096 -0.436
H 0.595 2.063 2.291 0.191 -0.353 -0.263
H -0.813 0.998 2.060 0.251 -0.231 -0.228
O 1.148 -0.730 1.245 -0.328 -0.078 -0.199
H 0.409 -1.033 0.677 0.488 0.233 0.650
H 1.633 -0.107 0.685 0.143 -0.046 -0.310

=====

Record 4
159
Properties=species:S:1:pos:R:3:forces:R:3 method="wB97M-V/def2-TZVPD" de_lowest_kcal_mol=30.2 homo_ha=-0.118 charge=-1 gap_ev=4.88
Cs -0.405 -0.393 -1.554 1.975 -0.795 -1.358
C -0.535 -5.460 1.214 0.009 0.068 -0.017
C 0.017 -4.113 0.749 0.176 0.147 -0.057
Ge 1.158 -4.271 -0.854 0.077 -0.048 0.052
C -0.005 -4.330 -2.452 0.077 0.021 0.105
C -0.272 -5.762 -2.921 -0.006 0.075 0.006
C 2.335 -5.865 -0.815 -0.142 -0.062 0.018
C 3.606 -5.452 -0.965 0.142 0.174 -0.034
Ge 3.465 -3.468 -1.191 -0.220 -0.032 -0.129
C 4.626 -2.341 -0.062 -0.077 -0.126 -0.076
C 6.123 -2.456 -0.351 -0.060 0.033 -0.001
C 3.649 -2.896 -3.080 0.071 -0.084 0.075
C 4.786 -3.493 -3.909 -0.061 0.054 0.023
C 4.801 -6.324 -0.996 -0.001 -0.073 0.009
C 6.008 -5.852 -1.511 -0.060 -0.003 0.014
C 7.138 -6.656 -1.557 0.007 -0.017 -0.010
C 7.087 -7.954 -1.073 0.015 0.014 0.001
C 5.897 -8.437 -0.542 -0.006 -0.007 -0.008
C 4.771 -7.633 -0.505 0.003 0.008 0.024
H -1.187 -5.332 2.082 -0.016 -0.031 0.000
H 0.267 -6.149 1.492 -0.009 -0.022 -0.004
H -1.126 -5.940 0.431 -0.003 -0.010 0.002
H 0.589 -3.632 1.548 -0.028 0.009 0.016
H -0.796 -3.426 0.493 0.008 0.053 0.048
H 0.443 -3.744 -3.256 -0.057 0.047 -0.004
H -0.940 -3.829 -2.193 -0.005 0.028 -0.025
H 0.658 -6.275 -3.177 -0.003 -0.014 -0.003
H -0.912 -5.765 -3.806 -0.005 -0.028 0.000
H -0.771 -6.352 -2.149 0.003 -0.019 -0.008
H 2.068 -6.921 -0.746 0.036 -0.008 0.004
H 4.419 -2.552 0.986 -0.008 0.036 0.020
H 4.281 -1.322 -0.242 0.004 0.031 0.057
H 6.513 -3.436 -0.072 0.013 -0.004 -0.006
H 6.680 -1.704 0.213 0.028 -0.014 -0.007
H 6.344 -2.298 -1.410 0.015 0.000 0.003
H 3.715 -1.805 -3.061 -0.022 -0.001 -0.008
H 2.691 -3.137 -3.548 -0.002 0.040 -0.022
H 5.765 -3.154 -3.562 0.010 -0.029 0.005
H 4.695 -3.200 -4.958 0.037 -0.003 -0.007
H 4.779 -4.584 -3.871 0.000 -0.004 -0.025
H 6.051 -4.838 -1.887 0.034 -0.005 -0.008
H 8.060 -6.265 -1.970 -0.002 0.006 0.001
H 7.969 -8.582 -1.101 -0.003 -0.004 0.000
H 5.851 -9.447 -0.152 -0.007 -0.001 -0.001
H 3.852 -8.017 -0.081 0.007 0.000 0.011
C -0.483 6.044 3.025 -0.011 0.077 -0.002
N 0.645 5.238 2.617 -0.073 0.060 -0.278
C 0.838 3.910 2.649 0.115 -0.064 0.011
N 2.016 3.606 2.146 -0.026 -0.018 0.061
C 2.511 4.817 1.797 0.000 -0.004 0.042
N 1.720 5.836 2.056 0.039 0.027 0.026
C -1.523 6.344 1.964 0.037 -0.102 -0.012
C -2.801 6.660 2.409 0.020 0.123 -0.006
C -3.786 7.035 1.510 -0.006 0.080 0.070
C -3.517 7.047 0.156 0.056 -0.060 -0.105
C -2.255 6.675 -0.308 -0.002 0.004 0.150
C -1.248 6.350 0.602 0.021 0.010 -0.084
C -2.092 6.574 -1.760 -0.064 0.036 -0.099
N -2.983 6.895 -2.636 -0.065 0.092 0.222
N -2.482 6.544 -3.864 0.113 -0.046 -0.156
C -1.317 6.027 -3.658 -0.120 0.011 -0.038
O -0.990 6.031 -2.337 0.067 -0.110 0.046
C -0.448 5.439 -4.678 0.022 0.000 -0.048
C -0.919 5.424 -5.993 -0.017 0.010 0.069
C -0.161 4.844 -6.991 0.029 -0.009 -0.002
C 1.070 4.277 -6.690 -0.058 -0.015 0.014
C 1.549 4.294 -5.389 0.111 0.108 -0.011
C 2.873 3.649 -5.055 -0.263 -0.050 0.054
N 2.690 2.304 -4.543 0.208 -0.013 -0.065
C 2.406 1.903 -3.301 -0.001 0.027 0.101
N 2.275 0.599 -3.258 0.054 -0.188 0.063
C 2.468 0.235 -4.551 0.016 0.133 -0.053
N 2.735 1.235 -5.367 -0.044 -0.057 0.050
C 0.787 4.878 -4.384 -0.031 0.050 0.056
H -0.048 6.979 3.382 -0.083 0.000 0.069
H -0.976 5.553 3.864 0.083 -0.036 0.035
H 0.128 3.212 3.062 -0.123 -0.018 -0.038
H 3.489 4.955 1.365 -0.017 -0.005 -0.061
H -3.022 6.628 3.470 -0.001 -0.011 -0.004
H -4.772 7.303 1.867 -0.004 -0.032 -0.007
H -4.283 7.303 -0.563 -0.017 -0.006 -0.016
H -0.258 6.095 0.243 0.000 -0.052 0.014
H -1.886 5.857 -6.203 -0.022 -0.006 -0.029
H -0.534 4.820 -8.006 -0.010 -0.012 0.008
H 1.652 3.794 -7.466 0.007 0.003 0.004
H 3.401 4.241 -4.306 0.029 -0.069 0.025
H 3.502 3.554 -5.936 0.003 0.059 -0.025
H 2.301 2.584 -2.471 0.035 0.015 0.029
H 2.391 -0.784 -4.893 -0.009 0.010 -0.016
H 1.149 4.893 -3.362 0.006 -0.031 -0.003
C 2.838 0.788 4.766 -0.048 -0.031 -0.031
N 2.830 -0.640 4.588 0.104 -0.004 -0.022
C 3.261 -1.536 5.644 -0.034 0.007 0.000
C 3.099 -2.922 5.004 -0.011 -0.012 -0.004
N 2.994 -2.590 3.592 0.041 -0.054 0.046
C 2.719 -1.268 3.392 -0.056 -0.007 0.037
S 2.308 -0.593 1.942 -0.073 0.110 -0.117
H 2.094 1.085 5.508 -0.011 -0.016 0.035
H 2.597 1.252 3.812 0.018 0.047 -0.040
H 3.823 1.132 5.097 0.003 0.000 -0.018
H 2.635 -1.415 6.530 0.023 0.001 0.025
H 4.299 -1.330 5.928 0.010 -0.005 -0.027
H 2.201 -3.428 5.369 -0.027 0.023 -0.020
H 3.959 -3.564 5.193 -0.016 -0.012 0.033
H 2.644 -3.250 2.917 0.015 0.030 -0.049
N -2.280 -1.160 -0.005 -0.871 -0.154 0.852
P -2.927 -0.216 0.979 -0.559 0.124 0.715
N -2.325 -0.286 2.593 0.034 -0.236 -0.053
C -1.321 -1.314 2.862 -0.011 0.054 0.037
C -0.548 -0.964 4.127 -0.102 -0.057 -0.004
C -1.469 -0.997 5.360 -0.010 -0.005 -0.046
C -2.923 -0.738 4.947 0.078 0.025 -0.008
C -2.988 0.244 3.779 0.025 0.037 -0.020
N -4.629 -0.360 1.345 0.119 -0.041 -0.212
C -5.475 -0.098 0.179 -0.073 0.008 0.047
C -6.930 0.110 0.621 0.036 -0.002 0.048
C -7.241 -0.739 1.860 0.015 -0.047 -0.051
C -6.423 -2.024 1.791 0.002 0.090 0.046
C -4.928 -1.692 1.897 -0.013 0.018 0.056
N -2.930 1.455 0.603 0.060 -0.084 -0.285
C -2.161 1.876 -0.558 -0.155 0.186 0.243
C -2.559 3.275 -1.025 -0.120 0.025 0.009
C -4.060 3.473 -0.845 0.084 -0.009 0.079
C -4.421 3.420 0.646 0.014 -0.016 -0.041
C -3.431 2.533 1.422 -0.090 -0.091 -0.020
H -0.659 -1.383 2.003 0.005 0.006 0.015
H -1.773 -2.313 2.985 -0.004 -0.008 -0.034
H -0.114 0.031 3.996 0.039 -0.008 -0.016
H 0.284 -1.662 4.252 -0.001 0.016 0.002
H -1.147 -0.250 6.092 0.003 -0.002 0.008
H -1.403 -1.972 5.853 0.013 0.015 0.027
H -3.506 -0.352 5.788 -0.009 -0.009 -0.003
H -3.385 -1.678 4.639 -0.032 0.003 0.022
H -2.517 1.188 4.105 -0.061 0.030 -0.003
H -4.029 0.468 3.539 0.000 -0.013 0.008
H -5.407 -0.919 -0.548 0.017 -0.008 0.014
H -5.102 0.793 -0.322 0.010 -0.033 -0.043
H -7.595 -0.176 -0.199 -0.011 0.034 -0.009
H -7.117 1.166 0.837 0.007 0.001 -0.012
H -8.311 -0.952 1.926 0.001 0.013 0.023
H -6.958 -0.193 2.764 -0.027 0.007 0.008
H -6.634 -2.531 0.845 -0.008 -0.014 0.006
H -6.700 -2.711 2.594 0.008 -0.040 -0.028
H -4.330 -2.463 1.391 -0.005 -0.003 -0.014
H -4.643 -1.694 2.952 0.007 -0.005 -0.006
H -2.356 1.161 -1.357 -0.267 0.263 -0.016
H -1.076 1.857 -0.355 -0.121 0.245 0.070
H -2.275 3.388 -2.075 0.067 0.005 0.003
H -2.018 4.034 -0.449 -0.024 -0.074 -0.036
H -4.575 2.676 -1.388 -0.017 0.023 -0.015
H -4.384 4.419 -1.282 -0.035 0.044 -0.066
H -5.439 3.043 0.769 0.007 -0.009 0.023
H -4.391 4.428 1.072 -0.053 -0.027 0.003
H -3.924 2.115 2.296 0.020 0.036 0.012
H -2.603 3.164 1.782 0.109 0.017 0.093
I -1.131 1.020 -4.815 -0.198 0.404 -0.290
C -0.874 -1.152 -4.785 0.381 -0.538 0.531
H -0.360 -1.375 -5.728 -0.092 0.233 -0.130
H -1.899 -1.527 -4.883 -0.075 0.171 -0.123

=====

Summary of energy in eV
-54192.9347, -56951.6428, -33868.2545, -224115.8489
(order as listed above)